The molecule C19H20F2N4O2 at a distorted geometry, computed with the ωB97M-V functional and the def2-TZVPD basis.

Structure (XYZ):
```
47
Properties=species:S:1:pos:R:3:mulliken_charge:R:1
F -6.9135 0.0148 -1.7468 -0.300
F -7.1729 2.7073 -1.2553 -0.299
N -0.7900 -0.1490 1.6658 -0.751
N 0.5993 2.4230 -0.5814 -0.586
O 2.0687 -4.3514 0.2621 -0.583
O 4.6641 -4.4517 -0.0952 -0.652
C -0.0018 0.5849 0.9166 0.787
C -0.2457 1.8446 0.2412 0.017
C 1.8672 1.7921 -0.6605 -0.779
C -0.0741 -1.3098 1.9819 -0.748
C 2.2021 0.6038 0.0205 0.190
C 1.1481 -1.2635 1.4393 0.171
C -4.4786 0.2433 -1.8436 -0.661
C -3.3903 1.0790 -1.8604 -0.216
C -4.8138 2.9845 -1.4681 -0.255
C -5.7766 0.7616 -1.6640 0.491
C -5.9531 2.1535 -1.4697 0.159
C -3.5062 2.4576 -1.6946 0.149
N 1.2260 -0.0072 0.7778 0.220
N -1.4646 2.4659 0.4249 -0.075
C -2.3284 3.4076 -1.6532 -1.011
C -1.9480 3.7074 -0.2164 -0.918
C 3.5142 -1.9050 2.1977 -0.839
C 4.5746 -2.8230 1.6390 -0.768
C 2.2101 -2.3555 1.5539 0.044
C 2.6066 -3.0831 0.2310 -0.286
C 4.1646 -3.1620 0.2539 0.219
H 2.7763 -4.9833 0.0104 0.378
H 5.6493 -4.3404 -0.1958 0.360
H 2.6598 2.2031 -1.2868 0.328
H -0.4863 -2.0984 2.6165 0.423
H 3.2083 0.2034 -0.0507 0.279
H -4.3391 -0.8354 -2.0195 0.361
H -2.3988 0.6776 -2.0405 0.390
H -4.9196 4.0765 -1.3845 0.372
H -2.0972 2.0125 1.0627 0.326
H -2.6098 4.3655 -2.1715 0.395
H -1.4264 3.0101 -2.1764 0.417
H -1.1656 4.4536 -0.2617 0.333
H -2.7875 4.0934 0.3152 0.549
H 3.4529 -1.9356 3.2771 0.342
H 3.7871 -0.9055 1.8636 0.282
H 4.5936 -3.7495 2.2272 0.271
H 5.5851 -2.3975 1.7182 0.459
H 1.7994 -3.1326 2.2311 0.414
H 2.1903 -2.6427 -0.6564 0.317
H 4.5403 -2.4444 -0.4746 0.286
```

Results
LUMO: 0.42 eV
SMILES: O[C@@H]1[C@H](O)CC[C@H]1c1cnc2c(NCCc3ccc(F)c(F)c3)nccn12
Molar mass: 374.39 g mol⁻¹
Charge: 0
Energy: -1305.23569 a.u.
E_HOMO: -7.97 eV
Gap between HOMO and LUMO: 0.308 Ha

---

A structure of composition C6H12ClMgO6 at a distorted geometry, computed with the ωB97M-V functional and the def2-TZVPD basis.

Structure (XYZ):
```
26
Properties=species:S:1:pos:R:3:mulliken_charge:R:1
Mg 0.0686 0.4899 -0.3174 1.228
Cl -1.0758 1.0391 -2.2684 -0.624
C -1.5689 -0.2730 3.3173 -0.662
O -2.4620 0.7497 2.8462 -0.296
C -2.1387 1.3749 1.7571 0.883
O -1.1608 1.0822 1.0639 -0.522
O -2.9636 2.3333 1.5079 -0.300
C -2.8431 3.0750 0.2716 -0.613
H -0.5669 0.1204 3.4767 0.299
H -1.5965 -1.1395 2.6609 0.292
H -1.9512 -0.5714 4.2905 0.242
H -3.3819 2.5803 -0.5341 0.304
H -1.8071 3.1614 -0.0446 0.263
H -3.2784 4.0480 0.4608 0.254
C 2.2399 -0.4127 -3.6268 -0.625
O 2.6350 -1.5171 -2.7749 -0.294
C 2.2328 -1.5124 -1.5558 0.887
O 1.4743 -0.6568 -1.0869 -0.432
O 2.7166 -2.5249 -0.8973 -0.286
C 2.3306 -2.6952 0.4826 -0.633
H 2.3462 0.5365 -3.1085 0.283
H 1.1963 -0.5155 -3.9142 0.316
H 2.8964 -0.4848 -4.4834 0.231
H 1.2488 -2.5942 0.6135 0.247
H 2.8303 -1.9749 1.1254 0.305
H 2.5792 -3.7181 0.7381 0.254
```

Results
LUMO: -3.96 eV
Molar mass: 239.91 g mol⁻¹
Charge: +1
Energy: -1347.45660 a.u.
E_HOMO: -13.12 eV
Gap between HOMO and LUMO: 0.337 Ha

---

The molecule C3H4Cl4Si at a distorted geometry, computed with the ωB97M-V functional and the def2-TZVPD basis.

Structure (XYZ):
```
12
Properties=species:S:1:pos:R:3:mulliken_charge:R:1
C 1.6639 -0.5703 -0.0685 -0.381
C 2.6349 0.2788 0.1331 0.333
C 0.0743 0.0295 0.6845 -0.903
Si -0.6275 1.4632 -0.4794 0.719
Cl 4.1412 -0.0794 -0.6491 -0.197
Cl 2.6727 1.5738 1.2131 -0.092
Cl 0.9153 2.3175 -1.4808 -0.213
Cl -1.2623 3.0068 0.7801 -0.255
H 1.7468 -1.5405 -0.5185 0.377
H 0.2434 0.3998 1.6566 0.446
H -0.6531 -0.8959 0.7253 0.318
H -1.5132 1.5258 -1.6484 -0.153
```

Results
LUMO: 0.47 eV
SMILES: ClC(Cl)=CC[SiH](Cl)Cl
Molar mass: 209.96 g mol⁻¹
Charge: 0
Energy: -2246.99630 a.u.
E_HOMO: -9.73 eV
Gap between HOMO and LUMO: 0.375 Ha

---

Look up the LUMO of the third one. 0.47 eV